Below is C19H23N3O3 as an isolated structure at a distorted geometry, with properties calculated with ωB97M-V/def2-TZVPD.

The value obtained for the energy is -30674.5035 eV. As for the energy above the lowest of the compared OMol25 structures with the same formula, charge and spin: 1663.0 kJ/mol. The gap between HOMO and LUMO comes out at 8.81 eV. Its charge is 0. For the HOMO energy, the calculation gives -8.4679 eV. The value obtained for the lowest unoccupied orbital energy is 0.013 hartree. The largest force on an atom is 19.9 eV Å⁻¹.

Last column: Mulliken charge in e.
Cartesian coordinates (Å):
C: -4.03103 -3.13767 0.86384  -1.7425
H: -4.71318 -3.58385 0.16258  0.4570
H: -3.22933 -3.83536 1.03624  0.4724
H: -4.48095 -2.77064 1.65650  0.4272
C: -3.33241 -2.21221 -0.13870  -0.1878
C: -4.37660 -1.01049 -0.35096  -1.2636
C: -3.65590 0.05649 -0.96531  -0.8289
N: -2.52293 0.73670 -0.42505  0.0848
C: -2.58704 2.04243 -0.04330  0.8522
O: -3.41322 2.70831 -0.26150  -0.4296
C: -1.38428 2.74917 0.84101  -1.1045
N: -0.24270 2.57653 -0.10405  -0.0030
C: 0.89279 3.17538 -0.01947  0.8080
O: 0.95561 4.36006 0.92127  -0.7598
C: 1.98727 3.03967 -1.04520  -1.1368
N: 2.67473 1.84612 -0.39220  0.1970
C: 3.90621 1.86510 0.29040  -0.3582
C: 4.57671 0.92447 0.72557  -0.7235
C: 4.32977 -0.23675 0.21412  0.5883
C: 4.92622 -1.43514 0.76387  -0.7105
C: 4.48682 -2.73896 0.17882  -0.4187
C: 3.25095 -2.79720 -0.32861  -0.7471
C: 2.63074 -1.67628 -0.79896  -0.0320
C: 2.99008 -0.45729 -0.31026  0.6060
C: 2.25214 0.81041 -1.12488  0.2618
O: 1.27823 0.57518 -1.51187  -0.4198
H: 1.74476 -2.06875 -1.44220  0.1836
H: 3.08548 -3.71977 -0.80588  0.3766
H: 5.02468 -3.64123 0.66869  0.2925
H: 5.89049 -1.39745 1.30117  0.3366
H: 5.50960 1.24269 1.18913  0.3098
H: 4.09370 3.01955 0.36679  0.2081
H: 2.69864 3.95483 -0.93950  0.3620
H: 1.53975 2.74121 -1.92451  0.5298
H: -0.09527 1.67261 -0.68935  0.1911
H: -1.46917 3.80240 1.10279  0.3374
H: -1.16208 2.00957 1.59257  0.5086
C: -1.54212 -0.26595 0.36831  -0.9420
H: -0.78778 0.18846 0.75387  1.4313
C: -2.35866 -1.28917 0.95352  -1.1481
H: -1.42549 -2.25300 1.28739  0.1684
H: -2.81090 -0.94566 2.01958  0.1410
H: -1.15124 -0.72970 -0.76527  0.0623
H: -4.28150 0.86972 -1.35480  0.6484
H: -3.22795 -0.15161 -2.12490  0.3053
H: -4.94399 -1.38375 -1.06777  0.5866
H: -4.71941 -0.61475 0.52745  0.3500
H: -2.78023 -2.61445 -0.85101  0.8724

---

Below is an isolated ion of composition C5H8IN2 and charge +1 at a distorted geometry, with properties calculated with ωB97M-V/def2-TZVPD.

The value obtained for the energy is -16387.9927 eV. The SMILES is [NH3+][C@@]1(I)CC=CC=N1. As for the energy above the lowest of the compared OMol25 structures with the same formula, charge and spin: 41.9 kJ/mol. The gap between HOMO and LUMO comes out at 9.43 eV. Its charge is +1. For the HOMO energy, the calculation gives -13.6406 eV. The value obtained for the lowest unoccupied orbital energy is -0.155 hartree. The largest force on an atom is 2.4 eV Å⁻¹.

Last column: Mulliken charge in e.
Cartesian coordinates (Å):
N: -0.09351 -1.83045 1.14026  -0.2059
C: 0.01568 -0.40313 0.65885  -0.1789
I: 0.40947 0.85651 2.43519  0.2628
C: 1.05038 -0.17456 -0.41505  -0.6146
C: 0.83255 1.21030 -0.97443  -0.4553
C: -0.40362 1.71380 -1.04471  -0.2666
C: -1.51099 0.88640 -0.61968  -0.1708
N: -1.39327 -0.13081 0.13412  -0.5912
H: -0.93694 -2.22519 0.68885  0.3815
H: -0.24074 -1.85030 2.16095  0.3992
H: 0.73323 -2.39637 0.91043  0.3544
H: 0.90553 -0.89072 -1.23393  0.3758
H: 2.06624 -0.27843 -0.03456  0.4127
H: 1.68850 1.73886 -1.36127  0.4167
H: -0.61191 2.68072 -1.46816  0.4309
H: -2.51059 1.09335 -0.97685  0.4493

---

Below is one molecule with the formula C3H3N3OS2 at a distorted geometry, with properties calculated with ωB97M-V/def2-TZVPD.

The value obtained for the energy is -31344.9205 eV. The SMILES is [H]/N=N\c1sc(=S)[nH]c1O. As for the energy above the lowest of the compared OMol25 structures with the same formula, charge and spin: 0.0 kJ/mol. The gap between HOMO and LUMO comes out at 7.94 eV. Its charge is 0. For the HOMO energy, the calculation gives -8.5503 eV. The value obtained for the lowest unoccupied orbital energy is -0.022 hartree. The largest force on an atom is 5.8 eV Å⁻¹.

Last column: Mulliken charge in e.
Cartesian coordinates (Å):
H: 0.97472 3.35257 -0.35766  0.1884
N: 1.89250 2.65225 -0.30739  -0.6512
N: 1.60990 1.51712 0.04787  0.0736
C: 0.47108 0.97604 0.20608  0.5853
S: -1.22868 1.93611 0.19720  -0.1985
C: -2.13690 0.48168 0.04414  0.1374
S: -3.77785 0.26676 -0.12849  -0.2845
N: -1.20970 -0.64606 0.10010  -0.2236
C: 0.11525 -0.33137 0.01876  0.1762
O: 0.96936 -1.31886 -0.00610  -0.4254
H: -1.59451 -1.57230 0.38850  0.2675
H: 0.41387 -2.13486 0.04092  0.3550

---

Below is C20H18N7O12V as an isolated structure, with properties calculated with ωB97M-V/def2-TZVPD.

The expectation value of S² is 2.0424. The value obtained for the energy is -81718.4286 eV. As for the energy above the lowest of the compared OMol25 structures with the same formula, charge and spin: 0.0 kJ/mol. The multiplicity is 3. The gap between HOMO and LUMO (spin up / spin down) comes out at 4.61 / 7.32 eV. Its charge is -2. For the HOMO energy (spin up / spin down), the calculation gives -0.3430 / -3.0476 eV. The value obtained for the lowest unoccupied orbital energy (spin up / spin down) is 0.157 / 0.157 hartree. The largest force on an atom is 0.4 eV Å⁻¹.

Last column: Löwdin spin population.
Cartesian coordinates (Å):
V: -1.29862 0.47633 0.09866  1.0688
O: -0.26834 0.49221 4.22115  0.0091
C: -0.08913 0.49077 3.00260  0.0044
O: -1.02802 0.47816 2.13816  0.0106
C: 1.35051 0.47875 2.50679  0.0000
C: 2.33292 0.60001 3.45217  0.0006
C: 3.68899 0.56899 3.10358  0.0003
C: 4.06982 0.36740 1.79250  0.0001
C: 3.10231 0.20863 0.82599  0.0002
C: 1.68790 0.32904 1.10950  0.0005
O: 0.82897 0.31411 0.19694  0.0033
N: 3.58066 -0.08612 -0.51459  0.0001
O: 4.71805 0.27219 -0.80939  0.0001
O: 2.86735 -0.71497 -1.26978  0.0001
N: 4.70474 0.70583 4.11579  0.0001
O: 4.35532 0.87498 5.27571  0.0001
O: 5.88322 0.66201 3.77743  0.0002
H: 2.02989 0.71391 4.48301  0.0001
H: 5.11238 0.31307 1.52230  0.0000
O: -1.05689 0.40797 -1.85528  0.2117
C: -1.11072 1.43284 -2.66355  0.3177
C: -1.15326 2.79644 -2.31630  0.0431
C: -1.21610 3.77110 -3.33404  0.1643
C: -1.22806 5.12541 -3.02307  0.0186
C: -1.17313 5.57297 -1.70584  0.1025
C: -1.11798 4.63256 -0.69093  0.0214
C: -1.11863 3.24954 -0.93934  0.0570
O: -1.07658 2.43172 0.06328  0.0541
N: -1.30020 6.09414 -4.08748  -0.0019
O: -1.28128 7.28977 -3.80712  0.0043
O: -1.33809 5.69668 -5.24720  -0.0168
H: -1.10568 1.20207 -3.73176  0.0175
H: -1.24973 3.46353 -4.36948  0.0070
H: -1.17779 6.63136 -1.49438  0.0062
H: -1.07765 4.94050 0.34637  -0.0013
C: -2.00061 -2.25690 -1.05836  0.0005
N: -1.10918 -1.80556 0.03853  -0.0003
C: 0.23046 -2.38947 -0.19593  0.0002
N: 0.17549 -3.85366 -0.25906  -0.0003
C: -0.73557 -4.24164 -1.33237  0.0000
N: -2.08637 -3.71779 -1.12999  0.0001
C: -2.57857 -4.20730 0.15757  0.0000
N: -1.71415 -3.81981 1.27135  0.0004
C: -1.63535 -2.35595 1.30891  0.0014
C: -0.37343 -4.34291 1.00487  0.0000
H: -1.61482 -1.85518 -1.99333  -0.0003
H: -2.98782 -1.83378 -0.88180  -0.0001
H: 0.88688 -2.10441 0.62370  0.0000
H: 0.64087 -1.97767 -1.11555  0.0002
H: -0.78045 -5.33399 -1.38375  0.0000
H: -0.34803 -3.86243 -2.28009  0.0000
H: -2.64338 -5.29929 0.12209  0.0000
H: -3.57848 -3.80313 0.32921  0.0000
H: -0.98440 -2.04419 2.12424  -0.0001
H: -2.62182 -1.92773 1.48172  0.0000
H: -0.41863 -5.43583 0.97384  0.0000
H: 0.29046 -4.04434 1.81894  0.0000
O: -2.86026 0.22904 0.20280  -0.1061

---

Question: Which of these has the highest largest force on an atom?
Answer: C19H23N3O3